(1)
C2H3ClF2O2S | ωB97M-V/def2-TZVPD

Element x y z (Å)
C1 0.94965 -0.41369 0.15265
C2 -1.29243 0.70034 0.32938
O1 -2.08104 -1.79990 0.24609
O2 -2.57965 -0.33420 -1.72822
F1 0.80806 -1.58233 0.68726
F2 -1.38605 1.87717 -0.38706
S1 -2.41124 -0.50236 -0.31507
Cl1 -4.11726 0.13744 0.60204
H1 0.93151 -0.23709 -0.89892
H2 1.68391 0.14553 0.82672
H3 -1.54246 0.74710 1.33674

Forces on the atoms, in the same order (eV/Å):
C -0.7 2.8 2.5
C 2.4 -0.8 -2.5
O -0.4 1.6 -0.4
O 0.0 -0.1 0.7
F -0.5 -1.0 -0.6
F 0.2 -1.1 1.0
S 0.7 -1.5 -0.6
Cl -0.3 0.0 0.0
H 0.0 -0.6 -0.6
H -1.4 0.0 -1.3
H 0.0 0.7 1.9

Output
Charge: 0
Spin multiplicity: 1
HOMO energy (spin up / spin down): -9.86 / -9.86 eV
Orbital gap (spin up / spin down): 8.6546 / 8.6482 eV
DFT total energy: -35005.6886 eV

(2)
C26H53N6O2 | ωB97M-V/def2-TZVPD

Element x y z (Å)
C1 9.10822 -1.22050 -0.78397
C2 7.75678 -0.72312 -1.49747
C3 7.72667 -0.05215 -2.89749
C4 6.32643 0.32813 -3.46876
C5 4.98448 0.06300 -2.69298
C6 5.01468 -0.55803 -1.28236
C7 3.78057 -0.89833 -0.34204
N1 2.48750 -0.25476 -0.69729
C8 2.28041 1.13483 -1.18079
O1 1.54908 1.97542 -0.23330
O2 0.71562 2.81529 -0.91421
C9 1.36927 -0.98106 -0.51238
N2 1.20993 -2.34307 -0.01257
C10 1.55882 -3.47683 -0.92592
C11 -0.13121 -2.50156 0.67610
C12 -0.82038 -1.08506 0.31641
N3 0.00595 -0.50173 -0.76897
C13 -0.50503 -0.56405 -2.16826
N4 0.18994 -1.55212 -3.04818
C14 6.43719 -0.93990 -0.72209
H1 8.86133 -1.78899 0.18991
H2 9.80682 -0.35591 -0.53081
H3 9.64772 -1.98922 -1.45219
H4 8.70875 0.12470 -3.46488
H5 6.33707 0.82109 -4.50593
H6 3.99216 0.35861 -3.16157
H7 3.73200 -2.04418 -0.25019
H8 4.05218 -0.52775 0.72166
H9 3.26462 1.69508 -1.39859
H10 1.72272 1.09481 -2.19447
H11 1.20869 3.67483 -0.98440
H12 0.64166 -4.01949 -1.33577
H13 2.29696 -4.17797 -0.38485
H14 2.13451 -3.04847 -1.82811
H15 0.14364 -2.63609 1.77467
H16 -0.69143 -3.41932 0.26836
H17 -0.54595 -0.46426 1.25632
H18 -1.95612 -1.00889 0.26231
H19 -0.47396 0.46926 -2.69093
H20 -1.61088 -0.85678 -2.10266
H21 -0.57389 -2.04810 -3.55227
H22 0.72699 -1.10098 -3.80345
H23 6.49495 -1.41518 0.31391
C15 -5.70560 -6.88688 2.31523
C16 -4.73517 -6.19310 3.26340
N5 -3.35911 -6.16076 2.77767
C17 -2.39482 -5.75702 3.79853
C18 -2.49999 -4.33628 4.35077
C19 -3.15453 -5.57294 1.45959
C20 -3.61313 -4.13090 1.24456
H24 -5.36800 -7.89836 2.07727
H25 -6.68986 -6.96418 2.78491
H26 -5.83442 -6.33190 1.38198
H27 -4.76210 -6.74506 4.20890
H28 -5.11187 -5.18516 3.47694
H29 -1.37871 -5.91145 3.41724
H30 -2.48334 -6.45296 4.64038
H31 -2.13158 -3.59619 3.63849
H32 -1.88223 -4.24539 5.24903
H33 -3.52119 -4.07229 4.63384
H34 -3.66432 -6.20234 0.72230
H35 -2.09524 -5.65050 1.18779
H36 -4.60316 -3.93727 1.66224
H37 -3.66776 -3.91981 0.17187
H38 -2.90903 -3.41490 1.67316
C21 -1.99104 4.48728 -0.53953
C22 -2.31688 5.84780 -1.14419
N6 -2.91759 6.78202 -0.19979
C23 -3.48349 7.96778 -0.84036
C24 -2.52096 8.91517 -1.55414
C25 -2.16646 7.03259 1.02605
C26 -0.74298 7.57156 0.89080
H39 -2.87502 4.03911 -0.07927
H40 -1.64068 3.80854 -1.32222
H41 -1.19951 4.55178 0.21184
H42 -3.02185 5.67302 -1.96416
H43 -1.40530 6.25976 -1.59577
H44 -4.05547 8.53953 -0.10114
H45 -4.23016 7.63341 -1.56995
H46 -1.94148 9.51133 -0.84841
H47 -3.08849 9.61835 -2.17054
H48 -1.83115 8.38869 -2.21770
H49 -2.12063 6.09755 1.59521
H50 -2.73899 7.70800 1.67084
H51 -0.16753 7.05120 0.12157
H52 -0.21040 7.44076 1.83719
H53 -0.73426 8.63917 0.66798

Forces on the atoms, in the same order (eV/Å):
C -0.7 -0.4 -0.3
C -2.6 0.6 -0.5
C -3.7 -0.8 2.2
C 0.9 -1.3 2.6
C 3.0 -0.8 1.6
C 3.7 0.6 -2.2
C 2.5 0.1 0.9
N -2.4 -1.8 0.2
C 0.5 1.8 -1.8
O 1.8 -2.4 0.7
O -0.6 1.6 -1.3
C -3.0 -1.8 -0.5
N 0.3 1.3 -0.5
C 2.1 -0.1 -0.8
C 0.3 0.2 -0.7
C 1.1 0.4 2.7
N 1.0 0.1 0.3
C -0.6 0.9 -1.3
N -1.2 0.2 -0.4
C -0.4 1.3 -2.8
H 0.3 1.1 -1.5
H -1.0 -1.1 -0.5
H -0.8 1.4 0.9
H -1.9 -0.2 0.9
H -0.4 -0.9 1.8
H 1.6 -0.4 0.5
H -0.6 1.9 -0.4
H -0.4 -0.5 -1.7
H -1.2 -1.5 0.5
H 0.6 0.1 1.8
H -0.4 -0.9 0.2
H 1.2 0.9 0.8
H -1.5 0.8 -0.8
H -1.0 -0.8 1.3
H -1.0 0.3 -1.4
H 1.0 1.4 0.6
H -0.7 -0.7 -1.5
H 1.7 -0.4 -0.7
H 0.0 -1.4 1.2
H 1.6 0.5 0.2
H 1.0 0.2 0.5
H -0.3 -0.1 0.7
H 0.0 0.7 -1.6
C 0.0 0.0 -0.1
C -0.1 -0.1 -0.2
N 0.4 0.0 0.1
C 0.0 -0.2 0.1
C 0.1 0.2 0.1
C -0.3 -0.3 -0.1
C 0.1 0.3 -0.2
H 0.0 0.1 0.0
H 0.1 0.0 0.0
H 0.0 -0.1 0.0
H 0.3 0.1 0.0
H -0.1 0.1 0.1
H -0.1 0.0 -0.2
H -0.2 0.0 -0.1
H -0.1 0.0 0.0
H 0.0 0.0 0.0
H 0.1 0.0 -0.1
H -0.1 0.0 0.1
H 0.0 -0.1 0.3
H 0.1 0.0 0.0
H 0.0 0.0 0.0
H -0.1 0.0 0.1
C 0.0 0.1 0.0
C 0.0 0.0 0.2
N -0.3 0.1 0.0
C -0.2 -0.1 -0.1
C 0.0 0.3 -0.1
C 0.0 -0.3 0.1
C 0.2 0.2 0.1
H 0.0 0.1 0.0
H 0.0 0.1 0.0
H -0.1 0.0 0.0
H 0.0 0.3 0.1
H 0.1 0.0 -0.1
H 0.1 -0.2 0.1
H 0.1 -0.2 0.1
H 0.0 -0.1 -0.1
H 0.0 -0.1 0.0
H 0.0 0.0 0.1
H 0.0 0.0 -0.1
H -0.1 0.0 -0.3
H -0.1 0.0 0.0
H 0.0 0.0 0.0
H 0.1 -0.1 -0.1

Output
Charge: +1
Spin multiplicity: 1
HOMO energy: -9.65 eV
Orbital gap: 6.1405 eV
DFT total energy: -40841.0525 eV

(3)
C7H7N2O2S | ωB97M-V/def2-TZVPD

Element x y z (Å)
C1 -3.24868 1.96016 -0.94640
C2 -4.18028 1.58549 -0.05717
C3 -1.92155 1.57439 -0.51233
C4 -1.90742 1.18620 0.86569
C5 4.15324 -2.32343 -0.03772
C6 3.30329 -2.27254 0.98239
C7 1.10055 -1.02648 1.06243
N1 -0.85358 1.60105 -1.28028
N2 2.41765 -1.24861 1.22154
O1 0.00465 -1.13827 1.44459
O2 1.82502 -0.42007 0.11607
S1 -3.42546 0.91093 1.43596
H1 -3.44771 2.37958 -1.91629
H2 -5.24377 1.73687 -0.07904
H3 4.86388 -3.12527 -0.11840
H4 4.15100 -1.57834 -0.81579
H5 3.28677 -2.98352 1.79758
H6 -0.90283 1.94756 -2.22893
H7 0.02521 1.23429 -0.93389

Forces on the atoms, in the same order (eV/Å):
C -0.3 -0.2 0.0
C 0.6 0.0 0.2
C 0.3 0.4 -0.5
C -0.1 -0.3 0.5
C -0.5 0.0 0.3
C 0.8 -0.9 -0.9
C 1.2 -0.4 -0.3
N -0.4 -0.2 0.5
N 0.0 0.7 1.7
O -1.2 -0.1 0.2
O -0.4 0.7 -1.2
S 0.2 0.0 -0.3
H -0.1 0.1 -0.1
H -0.2 0.1 -0.1
H 0.1 -0.1 0.1
H 0.0 0.1 -0.1
H 0.0 -0.1 0.0
H 0.0 -0.1 0.0
H 0.1 0.1 0.0

Output
Charge: +1
Spin multiplicity: 1
HOMO energy (spin up / spin down): -12.08 / -12.08 eV
Orbital gap (spin up / spin down): 5.4301 / 5.1499 eV
DFT total energy: -25269.0671 eV

(4)
C6H5O5S | ωB97M-V/def2-TZVPD

Element x y z (Å)
O1 4.27223 -0.81548 0.14906
S1 3.22108 0.16116 -0.01840
O2 3.16712 0.83702 -1.30687
O3 3.16819 1.10836 1.13796
O4 1.88110 -0.86424 0.15107
C1 0.56625 -0.46874 0.05501
C2 -0.38737 -1.50026 0.14835
C3 -1.79935 -1.24057 0.01192
C4 -2.27285 0.07939 0.01272
O5 -3.65090 0.36968 -0.04202
C5 -1.27949 1.03194 0.06881
C6 0.06591 0.79432 -0.04256
H1 0.10314 -2.41220 0.18563
H2 -2.59751 -1.93817 0.00195
H3 -3.62811 1.25736 -0.49195
H4 -1.72614 2.12844 0.11028
H5 0.89670 1.47199 -0.13097

Forces on the atoms, in the same order (eV/Å):
O -0.4 -0.2 -0.5
S 1.5 1.9 2.3
O -0.8 -0.8 0.4
O -0.8 -1.4 -1.9
O -0.6 0.6 -0.6
C -0.9 -1.9 0.5
C -1.6 2.0 -0.9
C 1.4 0.8 0.7
C 1.1 -1.5 0.2
O 1.6 1.3 -0.8
C -2.3 3.9 -0.6
C 1.6 0.6 0.3
H 0.0 -2.2 0.2
H -0.1 -1.3 0.0
H -0.6 -1.2 0.7
H 1.4 -1.9 -0.2
H -0.5 1.3 0.1

Output
Charge: -1
Spin multiplicity: 1
HOMO energy: -5.36 eV
Orbital gap: 8.2699 eV
DFT total energy: -27376.9135 eV
Structure (SMILES): O=S(=O)([O-])Oc1ccc(O)cc1

(5)
C3H8O | ωB97M-V/def2-TZVPD

Element x y z (Å)
C1 -0.41046 -0.96492 0.99567
C2 -1.05266 1.06781 -1.54726
C3 0.94011 -0.72241 0.32679
O1 -0.91585 2.10641 -0.76248
H1 -1.23250 -0.64815 0.34553
H2 -0.55152 -2.02762 1.21834
H3 -0.49223 -0.41194 1.93742
H4 -0.09873 0.98594 -2.13543
H5 1.00783 -1.25079 -0.63091
H6 1.10236 0.34375 0.12707
H7 1.76996 -1.06172 0.95581
H8 -0.06632 2.58364 -0.83055

Forces on the atoms, in the same order (eV/Å):
C -0.1 0.0 0.0
C 0.2 0.3 -0.1
C 0.1 0.0 0.0
O 0.0 0.0 -0.1
H 0.1 -0.1 0.1
H 0.0 0.1 0.0
H 0.0 -0.1 -0.1
H -0.2 0.0 0.1
H 0.0 0.1 0.1
H 0.0 -0.2 0.1
H -0.1 0.0 -0.1
H -0.1 -0.1 0.0

Output
Charge: 0
Spin multiplicity: 1
HOMO energy: -8.91 eV
Orbital gap: 9.4554 eV
DFT total energy: -5284.8279 eV

(6)
FNO2 | ωB97M-V/def2-TZVPD

Element x y z (Å)
N1 0.42404 0.52089 -0.77239
O1 0.06130 -0.48637 -0.34390
O2 -1.12339 -1.57415 0.91268
F1 0.63805 1.53963 0.20360

Forces on the atoms, in the same order (eV/Å):
N -0.4 -1.4 -0.9
O 1.1 2.2 -0.6
O -0.6 -0.5 0.7
F -0.2 -0.2 0.7

Output
Charge: 0
Spin multiplicity: 1
HOMO energy (spin up / spin down): -12.42 / -12.26 eV
Orbital gap (spin up / spin down): 9.8515 / 9.7260 eV
DFT total energy: -8293.9376 eV